# 1
DFT (ωB97M-V/def2-TZVPD) results for a molecular structure, C48H66MnO5Te2 in a non-equilibrium geometry.

Geometry as ORCA input:
```
! wB97M-V def2-TZVPD RIJCOSX def2/J DEFGRID3
* xyz -2 6
Mn 0.227 -0.274 -0.348
C -3.378 -0.895 -0.487
O -2.159 -0.206 -0.701
C -2.248 0.917 -1.491
C -2.495 2.150 -0.904
C -2.841 2.374 0.560
C -2.721 1.300 1.617
C -3.837 0.998 2.380
C -3.792 0.142 3.476
C -2.539 -0.377 3.801
C -1.386 -0.099 3.082
C -0.064 -0.568 3.668
C 1.007 -1.229 2.829
C 2.361 -1.393 3.522
C 3.349 -2.158 2.643
C 2.993 -2.570 1.395
C 1.706 -2.455 0.819
C 1.369 -3.168 -0.481
C 1.212 -2.241 -1.679
C 2.273 -1.924 -2.512
C 2.122 -1.174 -3.684
C 0.848 -0.663 -3.935
C -0.254 -0.978 -3.149
C -1.656 -0.518 -3.510
C -2.011 0.805 -2.872
C -1.997 1.964 -3.631
C -2.207 3.228 -3.074
C -2.460 3.289 -1.711
C -2.089 4.467 -3.954
C -2.423 5.752 -3.192
C -3.052 4.359 -5.147
C -0.644 4.574 -4.467
C -0.149 -1.950 -2.095
O -1.157 -2.566 -1.626
C 3.263 -1.103 -4.699
C 4.575 -0.628 -4.067
C 3.468 -2.518 -5.271
C 2.935 -0.163 -5.862
C 0.733 -1.843 1.645
O -0.592 -1.910 1.176
C -1.281 -3.019 1.696
C 4.747 -2.470 3.188
C 4.657 -2.927 4.653
C 5.706 -1.263 3.070
C 5.417 -3.623 2.419
C -1.449 0.746 1.934
O -0.404 1.032 1.217
C -5.045 -0.111 4.311
C -4.788 -1.060 5.484
C -5.551 1.221 4.894
C -6.151 -0.722 3.438
H -4.206 -0.187 -0.401
H -3.283 -1.438 0.450
H -3.566 -1.601 -1.300
H -3.880 2.724 0.572
H -2.229 3.222 0.888
H -4.782 1.459 2.099
H -2.436 -1.026 4.664
H -0.287 -1.233 4.522
H 0.366 0.331 4.119
H 2.157 -1.979 4.452
H 3.729 -3.068 0.771
H 0.418 -3.700 -0.395
H 2.150 -3.908 -0.685
H 3.255 -2.296 -2.233
H 0.676 -0.017 -4.793
H -2.333 -1.304 -3.168
H -1.760 -0.419 -4.594
H -1.776 1.864 -4.689
H -2.632 4.244 -1.229
H -3.435 5.716 -2.783
H -2.360 6.605 -3.872
H -1.720 5.918 -2.375
H -4.080 4.245 -4.795
H -2.813 3.502 -5.777
H -2.993 5.260 -5.764
H 0.054 4.644 -3.631
H -0.527 5.463 -5.094
H -0.371 3.699 -5.059
H 4.868 -1.257 -3.226
H 4.479 0.388 -3.686
H 5.380 -0.656 -4.810
H 3.734 -3.218 -4.477
H 4.269 -2.523 -6.018
H 2.549 -2.877 -5.740
H 2.786 0.856 -5.500
H 2.039 -0.489 -6.396
H 3.767 -0.154 -6.571
H -1.563 -2.856 2.742
H -0.671 -3.926 1.634
H -2.180 -3.157 1.094
H 4.262 -2.146 5.303
H 5.648 -3.208 5.025
H 4.001 -3.799 4.729
H 5.540 -0.526 3.855
H 5.563 -0.767 2.108
H 6.749 -1.595 3.140
H 4.755 -4.489 2.349
H 6.331 -3.926 2.941
H 5.702 -3.316 1.411
H -4.047 -0.644 6.169
H -4.433 -2.032 5.137
H -5.716 -1.215 6.042
H -4.770 1.686 5.497
H -6.434 1.062 5.524
H -5.819 1.917 4.097
H -5.827 -1.683 3.034
H -6.388 -0.066 2.599
H -7.066 -0.879 4.021
O 0.725 1.826 -1.900
H 1.333 1.446 -2.548
H 0.002 2.235 -2.385
Te 4.227 1.927 -1.401
C 2.958 -0.056 4.042
Te 2.574 0.695 0.287
C 2.038 2.595 1.163
H 2.193 0.593 4.469
H 3.443 0.485 3.232
H 3.691 -0.234 4.832
H 2.937 3.184 1.337
H 1.514 2.402 2.098
H 1.371 3.118 0.481
*
```

For the max |F|, the calculation gives 2.03 eV/Å. The calculation puts the LUMO energy (spin up / spin down) at 3.85 / 3.85 eV. The expectation value of S² is 8.760. The calculation puts the HOMO-LUMO gap (spin up / spin down) at 3.787 / 3.774 eV. The value obtained for the HOMO energy (spin up / spin down) is 0.06 / 0.08 eV.

Mulliken population analysis, charges in e, atoms 1 to 99:
1 Mn 1.065
2 C -1.024
3 O 0.829
4 C -0.077
5 C -0.372
6 C -1.516
7 C 0.155
8 C -0.403
9 C -0.166
10 C -0.217
11 C -0.567
12 C -0.751
13 C 0.706
14 C 0.297
15 C 0.570
16 C -0.711
17 C 1.095
18 C -1.796
19 C 1.100
20 C -0.885
21 C 0.033
22 C -0.699
23 C 2.009
24 C -2.102
25 C 0.227
26 C -0.734
27 C 0.568
28 C -0.390
29 C 2.185
30 C -2.143
31 C -1.816
32 C -1.759
33 C -0.678
34 O -0.823
35 C 1.881
36 C -1.455
37 C -1.775
38 C -2.098
39 C -1.993
40 O 1.503
41 C -1.340
42 C 1.969
43 C -1.847
44 C -1.683
45 C -2.094
46 C 0.212
47 O -0.887
48 C 2.051
49 C -2.132
50 C -1.713
51 C -1.700
52 H 0.493
53 H -0.095
54 H 0.064
55 H 0.433
56 H 0.444
57 H 0.309
58 H 0.397
59 H 0.137
60 H 0.282
61 H 0.676
62 H 0.114
63 H 0.229
64 H 0.683
65 H 0.485
66 H 0.277
67 H 0.413
68 H 0.742
69 H 0.268
70 H 0.594
71 H 0.401
72 H 0.449
73 H 0.371
74 H 0.381
75 H 0.301
76 H 0.481
77 H 0.310
78 H 0.532
79 H 0.296
80 H 0.307
81 H 0.017
82 H 0.471
83 H 0.294
84 H 0.471
85 H 0.352
86 H 0.363
87 H 0.355
88 H 0.448
89 H 0.239
90 H 0.420
91 H 0.264
92 H 0.303
93 H 0.477
94 H 0.338
95 H 0.353
96 H 0.175
97 H 0.522
98 H 0.364
99 H 0.491

***

# 2
DFT (ωB97M-V/def2-TZVPD) results for a molecular structure, C48H67N5O5PSiSr.

Geometry as ORCA input:
```
! wB97M-V def2-TZVPD RIJCOSX def2/J DEFGRID3
* xyz -1 1
Sr 0.014 0.172 -0.738
O -0.905 -3.949 1.533
C -0.412 -2.664 1.336
O 0.906 -2.641 0.851
C -1.004 -1.565 1.867
C -2.220 -1.644 2.658
C -2.623 -0.556 3.360
C -1.943 0.687 3.250
C -0.927 0.747 2.330
N -0.438 -0.311 1.658
C -0.425 2.109 1.856
O -0.264 3.026 2.657
O -0.254 2.183 0.581
H -1.452 -4.187 0.774
H -2.755 -2.582 2.714
H -3.504 -0.632 3.989
H -2.274 1.585 3.749
N 0.675 -1.853 -2.431
C 1.312 -1.648 -3.727
C 2.775 -1.231 -3.621
C 3.032 0.128 -2.980
N 2.733 0.147 -1.545
H 0.975 -2.708 -1.979
H -0.341 -1.885 -2.516
H 0.759 -0.856 -4.243
H 1.246 -2.535 -4.371
H 3.188 -1.206 -4.634
H 3.342 -1.998 -3.083
H 2.405 0.882 -3.468
H 4.072 0.415 -3.184
H 2.999 1.027 -1.103
H 3.272 -0.574 -1.074
N 2.160 4.127 -0.904
P 1.034 3.312 -1.913
C -0.308 4.565 -1.979
C -1.493 4.334 -1.289
C -2.493 5.300 -1.274
C -2.313 6.503 -1.935
C -1.126 6.749 -2.618
C -0.133 5.785 -2.640
C 1.809 3.624 -3.548
C 1.029 3.511 -4.700
C 1.604 3.604 -5.957
C 2.973 3.808 -6.084
C 3.758 3.914 -4.947
C 3.181 3.819 -3.686
C 2.326 3.795 0.450
C 2.236 4.788 1.426
C 2.400 4.429 2.745
C 2.640 3.099 3.059
C 2.711 2.194 2.020
N 2.582 2.527 0.734
H 2.153 5.131 -1.036
H -1.609 3.420 -0.724
H -3.409 5.107 -0.731
H -3.093 7.255 -1.918
H -0.980 7.690 -3.135
H 0.782 5.974 -3.192
H -0.041 3.353 -4.611
H 0.983 3.517 -6.839
H 3.423 3.881 -7.067
H 4.826 4.069 -5.037
H 3.796 3.894 -2.798
H 1.979 5.801 1.146
H 2.300 5.172 3.526
H 2.735 2.764 4.082
H 2.879 1.144 2.220
C -1.850 -3.192 -4.062
C -2.521 -3.655 -2.765
C -1.563 -4.041 -1.632
C -3.570 -2.678 -2.279
C -4.868 -3.151 -2.135
C -5.908 -2.338 -1.720
C -5.618 -1.004 -1.476
C -4.339 -0.482 -1.605
C -4.169 0.997 -1.326
C -3.449 1.249 -0.003
C -3.532 1.760 -2.489
C -3.245 -1.324 -1.967
O -2.010 -0.877 -2.021
H -1.069 -3.893 -4.373
H -1.424 -2.194 -3.985
H -2.602 -3.152 -4.853
H -3.050 -4.575 -3.036
H -0.711 -4.627 -1.991
H -1.194 -3.165 -1.095
H -2.111 -4.661 -0.916
H -5.062 -4.195 -2.364
H -6.912 -2.725 -1.602
H -6.416 -0.332 -1.175
H -5.185 1.394 -1.215
H -2.399 0.975 -0.074
H -3.880 0.660 0.807
H -3.480 2.304 0.282
H -2.508 1.426 -2.660
H -3.525 2.834 -2.291
H -4.093 1.588 -3.410
C 3.385 -1.751 1.912
Si 2.198 -3.197 1.755
C 1.817 -3.791 3.528
C 0.831 -2.838 4.223
C 1.265 -5.219 3.620
C 3.139 -3.745 4.319
C 3.030 -4.502 0.640
C 4.159 -5.285 1.315
C 3.632 -3.738 -0.547
C 1.979 -5.481 0.106
H 4.414 -2.068 2.097
H 3.078 -1.104 2.736
H 3.369 -1.154 0.999
H -0.180 -2.942 3.834
H 1.116 -1.788 4.114
H 0.811 -3.067 5.295
H 0.329 -5.319 3.075
H 1.077 -5.463 4.673
H 1.973 -5.958 3.239
H 3.547 -2.734 4.379
H 3.907 -4.397 3.899
H 2.948 -4.081 5.344
H 4.921 -4.623 1.737
H 4.655 -5.927 0.578
H 3.792 -5.929 2.115
H 4.499 -3.143 -0.246
H 2.905 -3.058 -0.992
H 3.962 -4.437 -1.325
H 1.502 -6.048 0.907
H 2.446 -6.195 -0.584
H 1.187 -4.956 -0.430
*
```

For the max |F|, the calculation gives 0.49 eV/Å. The calculation puts the LUMO energy at 2.21 eV. The calculation puts the HOMO-LUMO gap at 5.063 eV. The value obtained for the HOMO energy is -2.85 eV. Its energy above the lowest of the compared OMol25 structures with the same formula, charge and spin is 0.436 eV.

Mulliken population analysis, charges in e, atoms 1 to 99:
1 Sr 0.009
2 O -0.482
3 C -1.062
4 O 1.719
5 C 0.195
6 C -0.938
7 C -0.854
8 C -0.989
9 C -0.074
10 N 1.243
11 C 0.100
12 O -0.812
13 O 1.006
14 H 0.424
15 H 0.469
16 H 0.336
17 H 0.454
18 N 1.001
19 C -0.751
20 C -0.935
21 C -0.378
22 N 0.065
23 H -0.417
24 H -0.493
25 H 0.487
26 H 0.344
27 H 0.541
28 H 0.207
29 H -0.019
30 H 0.300
31 H 0.255
32 H -0.143
33 N 0.165
34 P 1.218
35 C -0.076
36 C -0.154
37 C -0.838
38 C -0.633
39 C -0.770
40 C -0.524
41 C -0.132
42 C -0.385
43 C -0.698
44 C -0.466
45 C -0.712
46 C -0.572
47 C 0.141
48 C -0.929
49 C -0.629
50 C -0.858
51 C 0.259
52 N 0.300
53 H 0.400
54 H 0.513
55 H 0.462
56 H 0.379
57 H 0.418
58 H 0.393
59 H 0.416
60 H 0.402
61 H 0.373
62 H 0.388
63 H 0.427
64 H 0.354
65 H 0.358
66 H 0.405
67 H 0.024
68 C -1.653
69 C 0.238
70 C -0.831
71 C 0.326
72 C -0.617
73 C -1.368
74 C -0.768
75 C 0.033
76 C 0.585
77 C -1.412
78 C -1.327
79 C 0.161
80 O 0.121
81 H 0.387
82 H 0.055
83 H 0.483
84 H 0.723
85 H 0.199
86 H -0.378
87 H 0.885
88 H 0.366
89 H 0.319
90 H 0.375
91 H 0.591
92 H 0.065
93 H 0.502
94 H 0.420
95 H -0.094
96 H 0.227
97 H 0.522
98 C -0.825
99 Si -0.489